DFT (ωB97M-V/def2-TZVPD) results for a 15-piece molecular cluster, H29O15 overall at a distorted geometry.

Last column: Löwdin charge in e.
Geometry (Å):
O -1.51146 -1.58817 -2.77440  -0.083
H -1.22419 -0.90204 -2.18757  -0.010
H -3.44017 1.38234 -3.77352  0.043
O 3.00184 -1.32051 4.04546  -0.143
H 2.28282 -1.09370 4.73409  0.064
H 1.55203 1.61138 -1.29538  0.060
O -3.07232 1.77120 -2.95342  -0.106
H -0.58685 2.79482 -1.08182  0.018
H 2.92570 -1.17146 -1.74214  -0.103
O 5.39993 1.27537 -0.44997  0.066
H -1.73638 0.85998 -1.02913  -0.013
H 4.96225 0.96101 0.19262  -0.081
O 0.66444 -4.11093 0.74800  -0.093
H 0.77630 -4.86297 1.33484  0.022
H 0.99679 0.43446 0.59030  -0.053
O 1.00883 -1.45542 2.40548  -0.133
H -2.77521 0.59397 0.15121  0.062
H 0.72785 -0.90561 1.54582  0.088
O -1.43764 3.04920 -1.43589  -0.063
H 0.75926 -3.39605 1.47953  0.054
H 2.50220 -1.28236 3.20177  -0.024
O -1.07284 4.05098 0.80552  -0.066
H -1.24784 4.86884 1.24252  0.035
H -2.53604 -1.49504 -2.76906  0.117
O -1.49675 0.10319 -0.50484  -0.157
H -0.64698 0.32999 0.15739  0.035
H -2.07621 1.80276 -2.98870  0.044
O -3.34911 0.21545 0.97490  -0.108
H 5.21087 2.13665 -0.69594  0.006
O -1.38068 -0.82342 2.74173  -0.053
H -1.05793 -0.15466 2.20964  -0.049
H -3.22305 0.79529 1.64492  -0.056
O -1.49424 -3.78951 -1.41911  -0.084
H -1.41759 -3.09456 -2.05794  -0.060
H -1.27871 -3.42219 -0.55913  0.004
O 0.36313 1.13507 0.94045  -0.390
H -1.55295 3.81356 -0.90265  -0.005
H -1.09239 3.16891 1.28927  0.090
O 2.21411 -0.94432 -1.43131  0.109
H 0.29383 -1.12213 2.98163  0.023
H -2.34238 -0.80671 2.50468  0.069
O 2.27078 2.04897 -1.90428  -0.092
H 2.01705 -1.68997 -0.94140  0.020
H 2.36372 2.90821 -1.54256  -0.006

Its multiplicity is 1. Its charge is -1. The value obtained for the HOMO energy is -6.38 eV. The value obtained for the energy above the lowest of the compared OMol25 structures with the same formula, charge and spin is 103.9 kcal/mol. The largest force on an atom is 14.0 eV/Å. Its LUMO energy is 2.51 eV. The value obtained for the energy is -31181.716 eV.

=====

DFT (ωB97M-V/def2-TZVPD) results for an isolated ion of composition C12H18N3 and charge +1 at a distorted geometry.

Last column: Löwdin charge in e.
Geometry (Å):
C -0.74920 1.93376 -2.74781  -0.059
C -0.07668 1.48620 -1.69680  -0.078
C -2.21815 1.76285 -2.81693  -0.004
C -0.76881 1.15936 -0.36492  -0.153
C -2.85857 1.31683 -1.68008  -0.037
C -2.28001 0.90809 -0.47616  -0.252
C 0.48503 -0.96555 -0.44392  -0.330
C 1.08368 -1.89196 0.54382  -0.023
C 1.49298 -0.86954 1.56444  -0.522
C 2.70834 -0.11331 0.99835  0.008
C 1.66718 -1.42855 3.04427  0.025
C -2.90438 0.31809 0.54553  0.116
N -0.04187 0.01173 0.17943  0.015
N 0.39886 -1.26930 -1.69966  0.263
N 0.19041 -0.16899 1.59940  0.092
H -0.38702 2.38406 -3.71926  0.139
H 0.98900 1.48400 -1.58892  0.114
H -2.70215 1.94615 -3.68563  0.072
H -0.57992 2.07415 0.20362  0.171
H -3.84450 1.05223 -1.65431  0.093
H 0.40567 -2.48225 1.02422  0.122
H 1.84862 -2.46399 0.15148  0.126
H 2.55201 0.88543 1.37652  0.090
H 2.65245 -0.09716 -0.04915  0.054
H 3.64296 -0.63673 1.34802  0.127
H 0.70632 -1.34139 3.53702  0.084
H 2.18892 -0.61527 3.53249  0.082
H 2.16847 -2.34232 2.92374  0.075
H -2.46750 -0.02502 1.53798  0.101
H -3.91169 0.23086 0.59743  0.038
H 0.54267 -2.23036 -2.01619  0.163
H -0.15667 -0.71328 -2.29211  0.102
H 0.22355 0.70120 2.22408  0.185

Its SMILES is C=C1C=CC=C[C@@H]1N1NC(C)(C)CC1=[NH2+]. Its multiplicity is 1. Its charge is +1. The value obtained for the HOMO energy is -11.61 eV. The value obtained for the energy above the lowest of the compared OMol25 structures with the same formula, charge and spin is 86.9 kcal/mol. The largest force on an atom is 5.6 eV/Å. Its LUMO energy is -3.42 eV. The value obtained for the energy is -17196.559 eV.

=====

DFT (ωB97M-V/def2-TZVPD) results for one molecule with the formula C4H5IN2O at a distorted geometry.

Last column: Mulliken spin population.
Geometry (Å):
C -0.06307 -0.48887 -0.01278  0.017
C -1.16502 0.18059 0.06321  0.370
C 1.02043 0.49202 -0.11496  0.317
C 0.36039 -1.89448 0.15081  0.005
N -0.86446 1.77466 0.12202  0.319
N 0.45752 1.74340 -0.05085  0.459
O 2.21265 0.23364 0.06317  0.443
I -3.14353 -0.23998 0.12201  0.027
H 1.39100 -1.89236 0.41320  -0.002
H 0.26189 -2.35138 -0.82224  0.014
H -0.20468 -2.46291 0.88253  -0.003
H -1.25127 2.30623 -0.65178  0.046
H 0.98815 2.59943 -0.16435  -0.013

Its multiplicity is 3. Its charge is 0. The value obtained for the HOMO energy (alpha / beta) is -5.00 / -8.84 eV. The value obtained for the energy above the lowest of the compared OMol25 structures with the same formula, charge and spin is 16.2 kcal/mol. The largest force on an atom is 6.1 eV/Å. Its LUMO energy (alpha / beta) is 0.44 / -2.59 eV. The value obtained for the energy is -17351.816 eV. Its expectation value of S² is 2.0174.

=====

DFT (ωB97M-V/def2-TZVPD) results for C17H50CuO10S8 as an isolated structure at a distorted geometry.

Last column: Mulliken spin population.
Geometry (Å):
Cu -0.82453 -0.12016 10.31256  0.894
O -2.50564 0.22506 11.82641  0.000
S -3.85450 0.59839 12.16587  -0.003
O -4.84889 0.59795 11.13223  0.000
O -4.25597 -0.32545 13.38253  -0.001
C -5.59215 -0.22225 13.95317  0.000
C -5.86352 -1.41612 14.82527  0.000
C -3.79030 2.20327 12.92288  0.000
H -6.28210 -0.11447 13.11088  0.000
H -5.64979 0.72092 14.50578  0.000
H -5.33118 -1.31098 15.76997  0.000
H -5.51010 -2.30115 14.29443  0.000
H -6.92318 -1.52083 15.04188  0.000
H -4.78798 2.64554 12.92191  0.000
H -3.15462 2.88665 12.36802  0.000
H -3.45853 2.07810 13.95159  0.000
C 0.73702 2.82652 7.16901  0.000
S 1.55095 2.19345 8.65626  0.001
O 0.66314 1.10947 9.17914  0.006
C 2.95485 1.34979 7.92361  0.000
H 1.40998 3.42695 6.54965  0.000
H -0.00996 3.57315 7.43620  0.000
H 0.29801 2.00166 6.61301  0.000
H 2.56555 0.57744 7.26422  0.000
H 3.55213 0.98118 8.75841  0.000
H 3.64234 2.03482 7.42372  0.000
C -1.30102 -0.88194 5.77866  0.007
S -0.36219 -1.08231 7.32742  -0.002
O -1.35746 -0.64583 8.39944  0.066
C -0.38473 -2.90895 7.33013  -0.001
H -1.77175 0.10224 5.76396  0.000
H -1.95085 -1.74196 5.67373  0.000
H -0.62777 -0.76441 4.92408  0.001
H -1.40788 -3.24455 7.17558  0.000
H 0.05870 -3.15035 8.29190  0.000
H 0.25677 -3.33821 6.55857  0.000
C -2.52061 4.05456 9.10733  0.000
S -2.73658 2.39359 8.36046  0.000
O -2.38819 1.39099 9.41218  -0.008
C -4.52481 2.44086 8.27574  0.000
H -3.04259 4.79521 8.50366  0.000
H -1.47264 4.31774 9.20587  0.000
H -2.94453 4.00117 10.11156  0.000
H -4.95897 2.52909 9.26637  0.000
H -4.88448 1.65026 7.62433  0.000
H -4.75971 3.36237 7.72779  0.000
C 1.86754 -3.62373 11.16338  0.000
S 2.21247 -1.92791 10.56194  0.000
O 0.90686 -1.53777 9.89480  0.002
C 3.26829 -2.40012 9.16642  0.001
H 2.83529 -4.11885 11.24551  0.000
H 1.23661 -4.07185 10.40156  0.000
H 1.37731 -3.56585 12.12979  0.000
H 2.78157 -3.16023 8.55396  0.000
H 4.23500 -2.78261 9.48894  0.000
H 3.35204 -1.50330 8.55697  0.000
C 0.35740 4.56845 11.66684  0.000
S 0.10111 2.90489 12.38693  -0.001
O -0.49321 1.95216 11.37271  -0.002
C 1.85770 2.40820 12.56737  0.000
H 1.01532 4.47874 10.79522  0.000
H 0.89784 5.29797 12.27628  0.000
H -0.58412 5.03829 11.40210  0.000
H 2.25200 2.32822 11.55771  0.000
H 1.81001 1.46650 13.10398  0.000
H 2.36878 3.16236 13.16285  0.000
C -4.21505 -2.91301 11.26927  0.000
S -2.82458 -2.90696 10.08335  0.000
O -1.67990 -2.08226 10.62722  0.008
C -2.35381 -4.65890 10.24819  0.003
H -3.89147 -3.10473 12.29313  0.000
H -4.78028 -3.80871 11.00400  0.001
H -4.78057 -1.99739 11.14284  0.000
H -3.19257 -5.34357 10.13959  0.000
H -1.71698 -4.79635 11.11888  0.000
H -1.75918 -4.87544 9.35525  0.000
C -1.30387 -2.24667 14.06609  0.000
S 0.00452 -1.03435 13.72734  0.005
O -0.08844 -0.68297 12.27206  0.018
C -0.75962 0.31551 14.64201  0.001
H -1.08750 -3.09439 13.41644  0.000
H -2.27527 -1.79043 13.89061  0.000
H -1.22389 -2.64752 15.07773  0.000
H -0.23819 1.26777 14.66900  0.000
H -0.75878 0.01047 15.69897  0.000
H -1.82161 0.40985 14.41721  0.000

Its multiplicity is 2. Its charge is +2. The value obtained for the HOMO energy (alpha / beta) is -13.40 / -13.40 eV. The value obtained for the energy above the lowest of the compared OMol25 structures with the same formula, charge and spin is 3.5 kcal/mol. The largest force on an atom is 1.8 eV/Å. Its LUMO energy (alpha / beta) is -3.63 / -5.71 eV. The value obtained for the energy is -170218.028 eV. Its expectation value of S² is 0.7513.